[1]
One molecule with the formula C3H6N2OS at a distorted geometry. Source: the OMol25 dataset; level of theory: ωB97M-V/def2-TZVPD.

- orbital gap (Ha) = 0.3394
- SMILES = O[C@H]1CNNC1=S

ORCA input file:
```
! wB97M-V def2-TZVPD RIJCOSX def2/J DEFGRID3
* xyz 0 1
O -0.11740 -1.57776 0.07093
C 0.21733 -0.40951 0.71261
C 1.38098 0.22633 -0.18693
N 0.41597 0.57271 -1.37700
N -0.77607 0.86045 -0.71666
C -1.06378 0.49734 0.55756
S -2.13769 0.55859 1.76485
H -1.11056 -1.66531 0.33734
H 0.34103 -0.45127 1.81369
H 2.11884 1.01794 0.12273
H 2.20248 -0.40813 -0.48400
H 0.16474 -0.65032 -1.50699
H -1.63588 1.42896 -1.10811
*
```

Partial atomic charges computed with the Löwdin method, in multiples of e: -0.07, -0.42, -0.08, -0.03, -0.10, -0.85, 0.67, 0.15, 0.12, 0.12, 0.09, 0.21, 0.20

[2]
C26H30N11OPPtS as an isolated structure. Source: the OMol25 dataset; level of theory: ωB97M-V/def2-TZVPD.

- orbital gap (Ha) = 0.2406

ORCA input file:
```
! wB97M-V def2-TZVPD RIJCOSX def2/J DEFGRID3
* xyz 2 1
Pt -0.12372 0.34566 0.22021
C 0.07382 -2.65652 1.00454
C 1.15534 -2.58811 2.07892
N 1.46284 -1.21727 2.44834
C 2.78501 -0.81418 2.76079
C 3.68722 0.54821 0.67900
S 1.49431 0.79401 -1.21709
C 1.96899 -0.85846 -1.75730
C 1.61512 -1.92971 -0.74783
N 0.28098 -1.70842 -0.13377
H 0.03561 -3.67579 0.61045
H -0.89623 -2.42647 1.43398
H 0.80187 -3.18733 2.92328
H 2.07414 -3.07077 1.74211
H 0.75519 -0.77249 3.01772
H 2.95395 -0.54453 3.80343
H 3.51784 -1.55975 2.45572
H 4.63905 1.07735 0.76634
H 3.85746 -0.44084 0.26921
H 1.37654 -0.94992 -2.67347
H 3.01698 -0.87479 -2.05907
H 1.64890 -2.91192 -1.22615
H 2.34516 -1.93579 0.05563
H -0.43221 -1.96732 -0.82187
N 1.56618 3.31962 -0.15802
C 2.36544 2.45779 0.51204
N 2.47087 2.60257 1.83622
N 2.58849 1.49423 2.53234
N 3.09893 0.45831 2.01358
N 2.80657 1.35691 -0.15136
C 0.22303 3.41869 0.25723
N -0.49374 4.49427 0.40417
N -1.72529 4.03902 0.70303
N -1.74060 2.74899 0.74554
N -0.51298 2.30833 0.45628
H 1.82776 3.64572 -1.07854
O -1.55676 -0.10411 1.62188
P -3.02617 -0.48647 1.28950
C -3.03960 -1.13247 -0.39054
C -2.89463 -0.23269 -1.45048
C -2.68430 -0.70786 -2.73663
C -2.61235 -2.07732 -2.96914
C -2.76794 -2.97639 -1.91950
C -2.98551 -2.50589 -0.62973
C -4.19034 0.83926 1.43983
C -4.06811 1.69934 2.53202
C -5.00578 2.69537 2.72329
C -6.06880 2.82767 1.83650
C -6.19985 1.96450 0.75943
C -5.26061 0.96408 0.55663
C -3.49393 -1.78617 2.42360
C -4.76343 -2.35649 2.31451
C -5.15290 -3.34256 3.20407
C -4.28710 -3.74793 4.21390
C -3.03383 -3.16743 4.33856
C -2.63354 -2.18613 3.44238
H -2.95364 0.83526 -1.26721
H -2.59717 -0.01175 -3.56073
H -2.46381 -2.44657 -3.97565
H -2.74643 -4.04159 -2.10928
H -3.12430 -3.20620 0.18528
H -3.22967 1.60596 3.21128
H -4.90798 3.37524 3.55824
H -6.79888 3.61135 1.98795
H -7.02985 2.07018 0.07442
H -5.36873 0.29227 -0.28590
H -5.45050 -2.02579 1.54344
H -6.13473 -3.78787 3.12007
H -4.59902 -4.51068 4.91465
H -2.37490 -3.46883 5.14184
H -1.66906 -1.70630 3.55270
*
```

Partial atomic charges computed with the Löwdin method, in multiples of e: 0.99, -0.16, -0.18, -0.04, -0.12, -0.08, 0.99, -0.36, -0.23, -0.18, 0.14, 0.08, 0.14, 0.12, 0.12, 0.15, 0.14, 0.16, 0.13, 0.10, 0.11, 0.15, 0.09, 0.10, 0.13, -0.43, 0.17, 0.14, -0.05, -0.20, -0.45, 0.10, 0.00, -0.02, -0.17, 0.17, -0.50, 0.86, -0.30, -0.10, -0.06, -0.05, -0.06, -0.08, -0.31, -0.08, -0.05, -0.04, -0.05, -0.07, -0.29, -0.06, -0.04, -0.04, -0.05, -0.08, 0.11, 0.12, 0.12, 0.12, 0.11, 0.11, 0.12, 0.12, 0.12, 0.11, 0.12, 0.12, 0.12, 0.11, 0.09

[3]
A 2-piece molecular cluster, C3H9NO2 overall at a distorted geometry. Source: the OMol25 dataset; level of theory: ωB97M-V/def2-TZVPD.

- orbital gap (Ha) = 0.3592
- SMILES = CC(=O)O.CN

ORCA input file:
```
! wB97M-V def2-TZVPD RIJCOSX def2/J DEFGRID3
* xyz 0 1
C -0.23252 1.03117 1.71662
C 1.10346 0.53274 1.12202
O 1.80703 -0.26551 1.65556
O 1.52850 1.37446 0.13496
H -0.60854 0.12722 2.15456
H -0.96022 1.39336 0.98872
H 0.06993 1.91855 2.41494
H 2.47246 1.36898 -0.15312
C -0.93814 -1.47722 -1.11202
N -0.19993 -0.46348 -1.89312
H -0.30609 -1.92898 -0.28969
H -1.26492 -2.39254 -1.67856
H -1.77833 -1.07312 -0.53727
H -0.52479 0.48719 -1.64394
H -0.16792 -0.63284 -2.87965
*
```

Partial atomic charges computed with the Löwdin method, in multiples of e: 0.00, -0.59, 0.10, 0.04, 0.07, 0.07, 0.13, 0.14, -0.20, -0.06, 0.07, 0.08, 0.06, 0.06, 0.04

[4]
C14H40O14S4Ti as an isolated structure at a distorted geometry. Source: the OMol25 dataset; level of theory: ωB97M-V/def2-TZVPD.

- orbital gap (alpha / beta) (Ha) = 0.1513 / 0.4090

ORCA input file:
```
! wB97M-V def2-TZVPD RIJCOSX def2/J DEFGRID3
* xyz 1 4
Ti 12.22740 12.83715 -14.18322
O 13.47154 16.82498 -16.00964
S 14.01706 15.91170 -15.06158
O 13.46286 14.60117 -14.90742
O 15.62606 15.80525 -15.33548
C 16.26112 14.58701 -14.89295
C 17.61363 14.94193 -14.28897
C 14.06407 16.80226 -13.47570
H 16.25359 13.88893 -15.73094
H 15.67243 14.09590 -14.11664
H 18.15869 14.07344 -13.92379
H 17.43508 15.52713 -13.38176
H 18.20181 15.56278 -14.96032
H 14.28312 16.06979 -12.69983
H 13.06064 17.18522 -13.29314
H 14.76372 17.62573 -13.55216
O 11.00134 11.85495 -12.51059
S 10.78125 10.90138 -11.44170
O 11.65089 10.90878 -10.30223
O 9.30334 11.16135 -10.90667
C 8.34171 11.73855 -11.81559
C 7.00387 11.76573 -11.10091
C 10.64232 9.22854 -12.04053
H 8.26759 11.15563 -12.73786
H 8.67776 12.73408 -12.10175
H 6.28098 12.24608 -11.76515
H 7.04424 12.38536 -10.20605
H 6.60099 10.78915 -10.84400
H 9.85135 9.16984 -12.78562
H 10.40441 8.51950 -11.25177
H 11.64197 9.01712 -12.42400
O 14.13432 12.76906 -12.81791
S 14.79592 11.75346 -12.03992
O 14.36341 10.38127 -12.17721
O 16.36331 11.85550 -12.37411
C 17.14356 10.65991 -12.57609
C 17.70092 10.59750 -13.99475
C 14.77939 12.30038 -10.34938
H 16.56716 9.75518 -12.38853
H 17.94906 10.71438 -11.84443
H 16.98051 10.75825 -14.79235
H 18.25231 9.65918 -14.05490
H 18.44863 11.38532 -14.12743
H 15.17081 13.31286 -10.44547
H 15.51487 11.70289 -9.81709
H 13.75383 12.22738 -10.00170
O 11.18551 12.52144 -18.37476
S 10.32635 13.04440 -17.34430
O 10.76024 13.05684 -15.95885
O 9.94113 14.54401 -17.63885
C 10.22896 15.17201 -18.91078
C 9.96547 16.65138 -18.74413
C 8.69993 12.32012 -17.48627
H 9.60709 14.77934 -19.72047
H 11.28457 14.95654 -19.08062
H 9.08601 16.83174 -18.13396
H 9.93954 17.19849 -19.68886
H 10.86302 17.12760 -18.33239
H 8.43808 12.58795 -18.51326
H 7.99833 12.78784 -16.80582
H 8.74940 11.23500 -17.46625
C 10.34194 15.59453 -13.90863
O 11.09077 14.61253 -13.14270
H 9.28238 15.37741 -13.80232
H 10.59489 16.59154 -13.54042
H 10.71963 15.56659 -14.92854
H 11.27891 15.00128 -12.28502
C 13.80752 9.95588 -15.26969
O 12.59552 10.47543 -14.70775
H 13.60858 9.50521 -16.23825
H 14.53828 10.76208 -15.27650
H 14.27057 9.22545 -14.59692
H 11.92210 9.80743 -14.86129
*
```

Partial atomic charges computed with the Löwdin method, in multiples of e: 0.59, -0.25, 0.63, -0.36, -0.24, -0.26, -0.05, -0.08, 0.13, 0.08, 0.07, 0.08, 0.08, 0.07, 0.06, 0.08, -0.35, 0.63, -0.25, -0.24, -0.25, -0.06, -0.09, 0.12, 0.11, 0.08, 0.09, 0.08, 0.07, 0.08, 0.07, -0.35, 0.63, -0.27, -0.25, -0.24, -0.05, -0.08, 0.11, 0.13, 0.07, 0.09, 0.07, 0.08, 0.08, 0.06, -0.25, 0.61, -0.35, -0.27, -0.23, -0.06, -0.10, 0.13, 0.12, 0.08, 0.09, 0.08, 0.07, 0.08, 0.08, -0.08, -0.20, 0.09, 0.09, 0.07, 0.10, -0.11, -0.19, 0.09, 0.07, 0.08, 0.09

Electronic energy / a.u.: -700.70770, -2544.61168, -324.92080, -4052.67870
M / g mol⁻¹: 118.2, 770.7, 91.1, 608.6
Relative energy (zero: lowest compared OMol25 entry of this formula, charge and spin) / eV: 4.9389, 0.0000, 1.4098, 0.0000